DFT (ωB97M-V with the def2-TZVPD basis set) results for C28H56Br15N11O28 as an isolated structure in a non-equilibrium geometry.

XYZ file:
```
138
Properties=species:S:1:pos:R:3:mulliken_charge:R:1
Br -3.7919 1.4383 -4.0914 0.033
Br -4.2681 -4.2905 4.5866 0.005
Br 8.6558 -1.2787 -0.2640 -0.059
Br 6.0874 0.5442 -6.7587 -0.015
Br -7.0965 -5.5636 3.6048 -0.092
Br 5.5551 -0.1894 -0.3617 0.132
Br 7.5380 0.2789 -3.0245 -0.013
Br -6.7603 -0.2111 1.7157 0.105
Br -7.4897 -1.7325 4.5430 -0.015
Br -8.3774 1.3230 4.1521 -0.068
Br -5.0256 2.5171 -1.2916 0.059
Br -6.1321 3.7116 -4.0979 -0.103
Br 4.0510 2.9229 -6.0629 -0.095
Br -5.2212 -4.1126 1.4252 0.039
Br 3.6779 0.1296 -4.5397 0.228
O 0.7980 1.5800 3.8139 -0.138
O 2.8593 -1.6976 2.8192 -0.598
O 1.3998 2.3044 5.7603 -0.612
O -0.8860 5.8109 -1.9044 -0.571
O -0.7508 -1.1640 -4.7227 -0.618
O 5.1393 3.5346 2.5938 -0.564
O -1.1772 -4.7305 3.2851 -0.500
O 0.6975 -5.4628 2.5483 -0.589
O -6.1647 -0.6488 -2.4554 -0.654
O -2.3398 -1.5443 5.4821 -0.610
O 4.0675 5.0299 1.4325 -0.559
O -3.3033 1.7287 3.5243 -0.603
O -6.3939 -2.0040 -0.7431 -0.538
O -4.2769 -0.7897 5.0566 -0.573
O -0.1985 -0.5069 1.1050 0.373
O -2.2324 0.0694 0.3491 -0.126
O -4.1006 2.4785 1.6934 -0.552
O -1.5379 3.7786 -1.8678 -0.326
O 2.2109 -0.7551 4.6230 -0.618
O -1.1444 3.3995 -6.0598 -0.593
O 3.3797 2.5066 -0.3339 0.051
O 3.4803 -3.9797 -3.2515 -0.603
O -0.0294 -3.1045 0.1457 0.217
O 1.6391 2.8273 1.0870 -0.558
O -1.0052 -2.2899 -2.9487 -0.471
O 3.8734 -5.6430 -2.0103 -0.578
O 0.3010 2.4938 -4.7180 -0.360
O 1.8836 -3.9482 -0.5135 -0.557
N 0.0388 -4.7335 3.2128 1.029
N 0.7319 1.6027 5.0551 0.833
N -3.2475 2.3981 2.5007 1.039
N -1.5275 4.9029 -2.3478 0.893
N -5.7455 -1.2055 -1.4048 0.968
N -0.2842 2.5875 -5.7819 0.883
N -0.3920 -1.9949 -3.9359 0.987
N 4.0211 -4.4968 -2.3385 1.047
N -3.1949 -1.2097 4.6895 1.100
N 4.3080 4.4200 2.4770 0.991
N 2.8246 -0.7399 3.6253 1.161
C 4.9787 -3.5921 -1.5507 -0.582
C -0.3262 0.4466 -1.0557 0.478
C 3.4869 4.6107 3.6828 -0.527
C 3.6196 0.5161 3.3888 -0.625
C -4.3186 -1.0041 -0.9712 0.422
C -1.0461 -0.0258 0.2000 -0.133
C -0.3097 0.7055 5.6560 -0.554
C -1.4465 -3.2794 0.1121 1.461
C -7.0278 -0.0426 3.6610 -0.071
C 3.9118 3.1159 -1.5542 -0.159
C -1.6414 -4.7641 -0.2941 -0.834
C -2.3910 5.1489 -3.5705 -0.446
C 0.0184 1.5400 -6.7776 -0.530
C 0.7664 -3.6227 3.8936 -0.458
C 2.1993 3.1238 0.0704 0.253
C -1.9507 3.1206 2.1776 -0.404
C 0.6862 -4.0654 -0.4688 0.177
C 0.8738 -2.7617 -4.1571 -0.670
C 5.0821 1.3308 -5.2938 -0.419
C 7.4017 0.0838 -1.0348 -0.516
C 1.0416 -0.2850 -0.9293 1.650
C -5.4332 2.0686 -3.1840 -0.632
C 1.2029 -0.4845 0.5926 0.379
C -2.9055 -1.2395 3.2172 0.514
C 2.6912 3.8610 -2.1272 -0.298
C 1.8387 4.1965 -0.9231 0.280
C -5.1848 -5.1744 3.1112 -0.419
C -0.2719 -5.1366 -0.9688 -0.708
H 4.7207 3.7451 -1.1933 0.256
H 4.4324 -3.3321 -0.6523 0.218
H 1.3778 -2.9452 -3.2292 0.077
H 0.7840 4.1179 -1.0780 -0.421
H -0.2427 0.6019 -6.3127 0.153
H -1.2255 0.8022 5.0937 0.076
H -6.0966 0.3300 4.0477 0.098
H 1.5146 -2.1254 -4.7855 0.175
H 2.8906 3.7015 3.7882 0.099
H 4.2205 4.7138 4.4496 0.301
H 4.4817 0.2550 2.7513 0.219
H 1.0013 -2.8553 3.1610 0.051
H -0.5053 1.7195 -7.7251 0.281
H -0.0591 1.4840 -1.0934 -0.679
H 2.1414 3.1882 -2.7688 -0.005
H 4.3528 2.3214 -2.1540 -0.103
H 2.8037 5.4779 3.4931 0.265
H 1.7019 -4.0173 4.2164 0.381
H 0.6228 -3.6744 -4.6841 0.360
H -3.8686 -0.2973 -1.6339 -0.312
H -3.6685 -0.7500 2.6211 -0.272
H 1.9698 0.2097 -1.3458 0.258
H 1.9810 5.2095 -0.5068 0.289
H -4.3492 -0.7280 0.0855 -0.239
H 0.1399 -6.0421 -0.6079 0.480
H -1.8485 3.1874 1.1169 0.135
H -3.8290 -1.9702 -1.0294 0.127
H -0.3629 0.8682 6.7608 0.317
H -4.7253 -6.1302 2.9009 0.481
H 5.7751 1.6434 -4.5077 0.234
H 5.1517 -2.7231 -2.1630 0.258
H -6.1933 1.3226 -3.2612 0.641
H -1.7683 -2.5262 -0.6081 -0.309
H -2.3131 6.2010 -3.8415 0.286
H 7.6801 1.0812 -0.6955 0.473
H -2.0385 4.4673 -4.3628 0.084
H 0.1596 -3.1982 4.7052 0.208
H -0.2564 -5.2215 -2.0674 0.221
H 1.7144 0.4110 1.0116 -1.072
H -3.3645 4.8916 -3.2967 0.147
H -2.7170 -2.2857 2.9599 -0.127
H 2.9322 4.7943 -2.6335 0.456
H 3.0340 1.2164 2.8019 -0.056
H 0.9414 -1.2644 -1.4736 -1.378
H 3.9331 0.9403 4.3137 0.435
H 5.8709 -4.2168 -1.3261 0.234
H 1.6432 -1.3655 0.9644 0.542
H 0.0446 -0.2904 5.4393 0.228
H -1.1690 2.4820 2.6037 -0.144
H -2.5684 -4.9724 -0.8392 0.471
H -1.0034 0.2157 -1.9364 0.124
H -1.7815 -5.3270 0.6147 0.367
H -1.9406 4.1033 2.5878 0.433
H 1.1089 1.5785 -6.8416 0.184
H -1.9606 -0.6533 3.1012 -0.145
H -1.9399 -3.0521 1.0862 -1.137
```

Properties
Maximum force   3.432 eV Å⁻¹
Total energy   -1154271.467 eV
Spin multiplicity   1

DFT (ωB97M-V with the def2-TZVPD basis set) results for C13H19N3O4Ta as an isolated structure.

XYZ file:
```
40
Properties=species:S:1:pos:R:3:mulliken_charge:R:1
Ta 0.9053 1.3878 0.4268 1.637
O 0.1114 2.0179 -1.2144 -0.754
O -0.6179 3.6829 -2.5628 -0.527
O 3.6052 1.9981 0.1600 -0.474
O 2.3818 1.1669 1.8002 -0.614
N -0.1223 4.1206 -0.3990 -0.168
N 2.0922 -0.3954 -0.4415 -0.332
N 0.2342 3.5791 0.8478 -0.627
C -0.4346 0.2988 1.2190 -1.364
C -1.6728 -0.4723 0.7719 2.531
C 3.3800 -0.3841 0.3298 -0.573
C 0.4254 -3.4399 -0.4221 -0.786
C -2.3953 -1.0889 1.9774 -1.773
C -0.2686 -2.5569 0.3944 -0.484
C 0.3387 -3.3289 -1.8054 -0.416
C -1.1437 -1.4451 -1.5350 0.142
C -0.2498 3.2942 -1.5033 0.597
C -1.0673 -1.5435 -0.1482 0.115
C -2.6600 0.4427 0.0443 -1.845
C -0.4528 -2.3324 -2.3543 -0.883
C 3.2963 1.0480 0.8555 0.869
H -2.7818 -0.2987 2.6225 0.451
H 3.3256 -1.1159 1.1295 0.297
H -1.7489 -0.6776 -1.9978 0.393
H 0.9907 4.1200 1.2639 0.350
H -0.5437 -2.2427 -3.4293 0.425
H 4.2281 -0.5544 -0.3246 0.398
H -0.5483 3.6069 1.4974 0.345
H -1.7417 -1.7171 2.5804 0.349
H -3.5040 -0.1355 -0.3346 0.430
H -3.0522 1.1807 0.7452 0.383
H 0.8716 -4.0206 -2.4440 0.432
H -3.2369 -1.6960 1.6420 0.429
H -2.2087 0.9718 -0.7937 0.387
H 1.0222 -4.2256 0.0237 0.414
H 2.2807 -0.2634 -1.4324 0.288
H -0.4602 5.0681 -0.4399 0.230
H 1.5916 -1.2822 -0.3610 0.079
H 0.0107 -0.1051 2.1441 0.396
H -0.1803 -2.6622 1.4678 0.253
```

Properties
Total charge   +1
Maximum force   0.916 eV Å⁻¹
Total energy   -27996.116 eV
Spin multiplicity   1

DFT (ωB97M-V with the def2-TZVPD basis set) results for C36H40ClF5N8O2PPbS2 as an isolated structure.

XYZ file:
```
96
Properties=species:S:1:pos:R:3:mulliken_charge:R:1
Pb -2.1279 1.7194 -0.2153 1.274
Cl 1.9039 -0.1684 0.9627 0.329
S -1.7023 -0.3901 -1.9129 -0.388
S 0.8455 3.1571 1.8999 0.349
P 1.3660 -3.1515 2.3058 2.114
F -3.7583 -0.8387 1.1482 -0.367
F -1.1420 -0.6637 1.3417 -0.337
F -0.7694 -5.2761 0.3457 -0.271
F -4.9716 -3.2251 0.6172 -0.293
F -3.4427 -5.4385 0.2047 -0.275
O 0.5080 -2.8927 0.9495 -0.469
O -0.2966 2.5669 1.0613 -0.415
N -3.1191 -0.9623 -4.1474 0.319
N -2.2520 3.2988 -3.0962 0.073
N -4.3408 1.5177 -2.0733 -0.849
N -0.5202 4.3160 -3.7107 0.806
N -1.7731 4.0008 -4.0453 -0.807
N -4.0692 0.5630 -3.0504 0.542
N -1.3289 3.1325 -2.1202 0.182
N -4.2359 -0.6533 -4.8636 -0.721
C 2.7421 3.3003 -0.0522 -1.381
C 1.8041 4.1725 0.7711 -0.566
C 0.0666 4.4262 2.9127 -0.572
C 2.9789 -2.4992 1.9146 0.128
C 1.4170 -6.7880 4.0699 -0.812
C 2.0692 -7.0614 1.7599 -0.907
C 3.2173 -1.2527 1.3149 0.240
C -3.6581 -3.1619 0.7221 0.491
C -0.7358 5.4685 2.1542 -1.079
C -0.2530 3.7762 -2.5251 -0.971
C 4.0792 -3.2803 2.2853 -0.656
C -0.6395 -2.7506 4.1428 -0.036
C 1.2490 -5.4271 3.8680 -0.343
C 1.4815 -4.8873 2.6002 -0.009
C 0.6218 -0.5604 5.3139 -0.954
C -1.2418 -2.0894 5.1982 -0.982
C -6.0746 0.9757 -4.5490 -1.281
C 0.4697 3.2345 -6.3464 -1.387
C 4.5042 -0.8267 1.0546 -0.810
C -2.8763 -4.2874 0.5071 0.309
C 0.5998 -2.3068 3.6630 0.534
C -2.9794 -0.2441 -3.0409 0.224
C -1.4942 -4.1964 0.5910 0.412
C -3.0399 -1.9604 1.0140 0.227
C 1.2613 4.1860 -5.4560 0.832
C -4.8149 0.2857 -4.1931 0.893
C -0.8668 -2.9948 0.9070 0.073
C 0.3440 5.0842 -4.6271 -1.191
C 1.2292 -1.2091 4.2509 -0.584
C 5.5790 -1.6297 1.4137 -0.666
C 2.2719 3.4394 -4.5907 -1.426
C 5.3705 -2.8470 2.0399 -0.926
C -0.6092 -0.9978 5.7831 -0.591
C 1.9045 -5.7077 1.5458 -0.282
C 1.8215 -7.5996 3.0199 -0.535
C -1.6650 -1.8810 1.1041 0.482
H 1.7898 2.6579 -3.9940 0.288
H -1.3493 6.0283 2.8581 0.393
H -0.3396 5.6487 -5.2577 0.331
H 3.9209 -4.2407 2.7577 0.468
H 2.0976 -5.2883 0.5658 0.482
H 1.8096 4.8843 -6.0944 0.347
H 0.6827 3.8654 -2.0050 0.745
H 6.5858 -1.2912 1.2087 0.427
H -2.1922 -2.4365 5.5802 0.484
H 3.4853 2.8213 0.5836 0.381
H -6.4200 0.5903 -5.5046 0.356
H -0.2455 3.7671 -6.9736 0.384
H -6.8491 0.7932 -3.8023 0.340
H 6.2087 -3.4645 2.3302 0.462
H -1.0730 -0.4985 6.6236 0.481
H 2.2082 2.5049 -0.5765 0.340
H 2.3635 4.8757 1.3919 0.555
H 0.9116 5.7829 -4.0133 0.453
H -0.0800 2.4989 -5.7518 0.204
H -5.9208 2.0519 -4.6403 0.338
H -0.5523 3.8555 3.6070 0.401
H -1.1212 -3.6200 3.7105 0.624
H 1.0911 4.7373 0.1678 0.344
H 1.1440 2.6841 -7.0009 0.436
H 3.2749 3.9109 -0.7813 0.436
H 1.9523 -8.6611 3.1831 0.442
H 2.1969 -0.8778 3.8970 0.468
H -0.0970 6.1828 1.6381 0.301
H -5.2737 1.3540 -1.7009 0.270
H -1.4052 5.0019 1.4304 0.184
H 1.2380 -7.2123 5.0481 0.475
H 2.8142 4.1127 -3.9223 0.339
H 3.0080 2.9409 -5.2197 0.450
H -4.2921 2.4364 -2.5156 0.287
H -2.4943 -1.6814 -4.4805 0.145
H 0.8847 4.8607 3.4927 0.507
H 0.9566 -4.7941 4.6948 0.470
H 4.6635 0.1323 0.5827 0.493
H 1.1190 0.2739 5.7899 0.516
H 2.3913 -7.7013 0.9501 0.461
```

Properties
Total charge   +3
Maximum force   0.338 eV Å⁻¹
Total energy   -116290.451 eV
Spin multiplicity   1

DFT (ωB97M-V with the def2-TZVPD basis set) results for a 7-piece molecular cluster, H15O7 overall in a non-equilibrium geometry.

XYZ file:
```
22
Properties=species:S:1:pos:R:3:mulliken_charge:R:1
O 5.8370 48.7030 11.6340 -0.659
O 4.6140 46.9230 13.4300 -0.108
O 3.6660 44.2620 13.5190 -0.679
O 1.8900 46.4950 12.6060 -0.629
O 6.6350 45.8180 14.8180 -0.709
O 4.5600 46.4510 10.3470 -0.620
O 3.1820 43.7860 10.5690 -0.581
H 6.6220 45.7890 15.7740 0.309
H 6.2600 48.4310 10.8240 0.311
H 3.4140 43.9560 11.5030 0.362
H 3.2080 43.3870 13.7510 0.311
H 4.4720 44.1480 13.9730 0.280
H 7.2790 45.1290 14.3310 0.353
H 5.2550 46.4400 13.7430 0.348
H 3.9080 46.3350 13.0990 0.471
H 1.5810 46.6030 11.6620 0.308
H 2.7470 42.9680 10.6020 0.290
H 1.4360 47.3620 12.7160 0.320
H 3.7280 47.0700 10.0790 0.327
H 4.7630 46.0500 9.5320 0.288
H 5.7530 49.7280 11.4960 0.337
H 4.7240 47.5200 12.8170 0.371
```

Properties
Total charge   +1
Maximum force   8.878 eV Å⁻¹
Total energy   -14567.610 eV
Spin multiplicity   1

DFT (ωB97M-V with the def2-TZVPD basis set) results for an isolated ion of composition C3H5NO3P and charge +1 in a non-equilibrium geometry.

XYZ file:
```
13
Properties=species:S:1:pos:R:3:mulliken_charge:R:1
P -4.4589 1.4529 0.7472 0.529
O -2.3095 -1.0650 0.8085 -0.579
O -2.9041 0.9913 0.1183 -0.258
O -4.0570 2.7372 1.2293 -0.317
N 0.0017 -0.8761 0.4670 -0.254
C -0.6564 0.3547 0.1013 0.161
C -0.1577 1.4582 -0.4473 -0.762
C -2.0786 0.0789 0.3756 0.726
H -0.9776 -1.3596 0.7741 0.416
H 0.5688 -1.2997 -0.2809 0.343
H 0.9698 1.6348 -0.5463 0.307
H -0.8185 2.3828 -0.5686 0.298
H 0.6125 -0.8709 1.3807 0.388
```

Properties
Total charge   +1
Maximum force   3.353 eV Å⁻¹
Total energy   -20105.938 eV
Spin multiplicity   1
SMILES   C=C([NH3+])C(=O)OP=O

DFT (ωB97M-V with the def2-TZVPD basis set) results for a 2-piece molecular cluster, C4H10N2O overall.

XYZ file:
```
17
Properties=species:S:1:pos:R:3:mulliken_charge:R:1
O -0.6714 -0.4081 2.0128 -0.543
N 1.1320 -0.1379 0.5404 -0.043
N -0.7023 -1.5740 -0.3635 -0.860
C -1.6051 -1.2626 -1.1618 -0.345
C -0.2873 0.2542 0.8797 0.544
C -0.7982 1.4367 0.5070 -1.204
C 1.7508 0.5233 -0.6351 -0.960
H 1.8535 1.5875 -0.4422 0.378
H -0.9681 -1.2805 1.7000 0.476
H -0.3641 2.0502 -0.2652 0.271
H -1.7413 1.7406 0.9327 0.302
H 1.7099 -0.0345 1.3787 0.360
H 0.9654 -1.1394 0.3068 0.486
H 2.7273 0.0777 -0.8157 0.335
H -2.0689 -1.9615 -1.8843 0.290
H -2.0295 -0.2218 -1.2043 0.184
H 1.0973 0.3500 -1.4859 0.330
```

Properties
Maximum force   0.374 eV Å⁻¹
Total energy   -9333.951 eV
Spin multiplicity   1

What is the maximum force in the third record? 0.338 eV Å⁻¹

What is the total energy in the second record? -27996.116 eV

Which value of spin multiplicity does entry 5 give? 1

maximum force of number 2 (C13H19N3O4Ta)? 0.916 eV Å⁻¹